No. 1
Density functional theory data (ωB97M-V/def2-TZVPD) for C3H9N4 as an isolated structure at a distorted geometry.

E_LUMO   -3.82 eV
Relative energy (zero: lowest compared OMol25 entry of this formula, charge and spin)   394.5 kJ/mol
HOMO   -14.119 eV
Charge   +1

Element x y z (Å)
1 C 0.22 -0.36 -1.30
2 C 0.63 -1.54 0.72
3 C -1.15 1.98 0.96
4 N -0.20 -0.66 -0.09
5 N -1.70 -0.29 0.82
6 N 1.34 -0.71 -1.88
7 N -1.82 0.82 1.02
8 H -0.53 0.23 -1.89
9 H 1.63 -1.57 0.28
10 H 0.70 -1.00 1.75
11 H 0.11 -2.56 0.83
12 H -0.06 2.03 0.47
13 H -1.20 2.51 1.96
14 H -1.80 2.72 0.40
15 H 1.86 -0.28 -2.64
16 H 1.98 -1.32 -1.41

For each atom in turn, the Löwdin charge in e is:
1 C -0.21
2 C -0.07
3 C -0.09
4 N -0.12
5 N 0.25
6 N 0.16
7 N -0.05
8 H 0.16
9 H 0.06
10 H 0.12
11 H 0.13
12 H 0.14
13 H 0.13
14 H 0.13
15 H 0.14
16 H 0.10


No. 2
Density functional theory data (ωB97M-V/def2-TZVPD) for a 2-piece molecular cluster, C10H16 overall at a distorted geometry.

E_LUMO   1.00 eV
SMILES   CCc1ccccc1.CC
Relative energy (zero: lowest compared OMol25 entry of this formula, charge and spin)   40.7 kJ/mol
HOMO   -9.001 eV

Element x y z (Å)
1 C -0.34 -2.06 -2.40
2 C -0.85 -1.43 -1.09
3 C -0.89 0.09 -1.06
4 C -0.09 0.90 -1.85
5 C -0.12 2.27 -1.66
6 C -1.03 2.84 -0.77
7 C -1.89 2.05 -0.03
8 C -1.73 0.66 -0.10
9 H -0.49 -3.13 -2.40
10 H 0.73 -1.86 -2.46
11 H -0.79 -1.59 -3.27
12 H -1.89 -1.75 -1.00
13 H -0.32 -1.79 -0.21
14 H 0.52 0.48 -2.63
15 H 0.58 2.93 -2.15
16 H -1.06 3.92 -0.76
17 H -2.64 2.50 0.59
18 H -2.48 0.04 0.37
19 C 2.18 -1.01 2.31
20 C 1.49 -0.27 3.42
21 H 1.54 -1.79 1.89
22 H 2.44 -0.37 1.46
23 H 3.14 -1.46 2.57
24 H 0.54 0.15 3.10
25 H 1.37 -0.87 4.33
26 H 2.08 0.56 3.81

For each atom in turn, the Löwdin charge in e is:
1 C -0.11
2 C -0.21
3 C -0.24
4 C -0.05
5 C -0.08
6 C -0.11
7 C -0.08
8 C -0.05
9 H 0.07
10 H 0.07
11 H 0.08
12 H 0.11
13 H 0.11
14 H 0.10
15 H 0.10
16 H 0.10
17 H 0.10
18 H 0.11
19 C -0.18
20 C -0.17
21 H 0.05
22 H 0.06
23 H 0.06
24 H 0.06
25 H 0.06
26 H 0.06


No. 3
Density functional theory data (ωB97M-V/def2-TZVPD) for a 7-piece molecular cluster, C22H45Cl12I2O3P overall.

E_LUMO   0.31 eV
SMILES   CCOCCOCCOCP[C@H](I)[C@H](C)I.ClCCCl.ClCCCl.ClCCCl.ClCCCl.ClCCCl.ClCCCl
HOMO   -8.235 eV

Element x y z (Å)
1 C -1.59 -2.82 7.23
2 C -2.64 -1.97 6.53
3 O -2.06 -1.38 5.37
4 C -2.99 -0.90 4.42
5 C -3.08 -1.78 3.19
6 O -3.53 -3.10 3.47
7 C -2.52 -4.02 3.84
8 C -2.15 -4.98 2.70
9 O -0.79 -4.96 2.36
10 C -0.38 -3.74 1.79
11 P 1.32 -3.97 1.09
12 C 1.57 -2.19 0.66
13 I 0.36 -1.59 -1.05
14 C 3.01 -1.71 0.42
15 C 3.65 -2.13 -0.90
16 I 4.31 -2.28 2.05
17 H -1.39 -3.73 6.66
18 H -1.93 -3.09 8.23
19 H -0.65 -2.26 7.30
20 H -3.00 -1.18 7.20
21 H -3.50 -2.60 6.24
22 H -2.65 0.09 4.10
23 H -3.98 -0.77 4.88
24 H -2.11 -1.79 2.67
25 H -3.81 -1.34 2.51
26 H -2.92 -4.59 4.68
27 H -1.63 -3.48 4.20
28 H -2.78 -4.76 1.83
29 H -2.36 -6.01 3.02
30 H -1.10 -3.40 1.03
31 H -0.28 -2.95 2.56
32 H 0.96 -4.48 -0.18
33 H 1.14 -1.60 1.47
34 H 3.00 -0.62 0.51
35 H 4.73 -2.07 -0.84
36 H 3.31 -1.45 -1.69
37 H 3.36 -3.16 -1.16
38 Cl -2.78 0.63 0.06
39 C -2.04 2.09 0.78
40 C -0.54 1.99 0.85
41 Cl 0.03 0.78 2.04
42 H -2.48 2.24 1.76
43 H -2.31 2.93 0.14
44 H -0.13 2.95 1.16
45 H -0.12 1.71 -0.11
46 Cl 5.14 0.94 -0.87
47 C 6.44 1.01 -2.08
48 C 5.90 1.15 -3.48
49 Cl 5.03 -0.31 -4.02
50 H 7.03 0.10 -1.98
51 H 7.06 1.87 -1.84
52 H 6.72 1.30 -4.18
53 H 5.21 1.98 -3.55
54 Cl -1.28 -0.12 -4.11
55 C 0.17 -0.40 -5.12
56 C 0.15 -1.76 -5.77
57 Cl 0.33 -3.07 -4.58
58 H 1.04 -0.28 -4.48
59 H 0.18 0.37 -5.88
60 H 0.99 -1.84 -6.46
61 H -0.77 -1.93 -6.32
62 Cl -1.94 2.68 4.51
63 C -1.00 4.12 4.95
64 C -1.59 5.38 4.36
65 Cl -1.46 5.40 2.57
66 H 0.02 3.97 4.60
67 H -1.00 4.19 6.03
68 H -1.06 6.25 4.73
69 H -2.65 5.47 4.60
70 Cl 0.10 8.31 -1.27
71 C -1.16 8.27 -0.01
72 C -2.54 8.45 -0.59
73 Cl -2.80 10.10 -1.22
74 H -0.93 9.04 0.71
75 H -1.10 7.30 0.47
76 H -3.29 8.29 0.19
77 H -2.73 7.76 -1.40
78 Cl 1.24 -1.11 -8.95
79 C 1.28 -1.83 -10.58
80 C 1.40 -3.33 -10.53
81 Cl 2.98 -3.86 -9.90
82 H 2.12 -1.38 -11.11
83 H 0.36 -1.54 -11.08
84 H 1.30 -3.73 -11.54
85 H 0.63 -3.76 -9.90

For each atom in turn, the Löwdin charge in e is:
1 C -0.07
2 C -0.28
3 O -0.16
4 C -0.20
5 C -0.19
6 O -0.13
7 C -0.19
8 C -0.18
9 O -0.21
10 C -0.48
11 P 0.88
12 C -1.01
13 I 0.85
14 C -0.92
15 C -0.26
16 I 0.77
17 H 0.07
18 H 0.08
19 H 0.08
20 H 0.12
21 H 0.12
22 H 0.07
23 H 0.13
24 H 0.10
25 H 0.12
26 H 0.12
27 H 0.11
28 H 0.13
29 H 0.12
30 H 0.07
31 H 0.08
32 H -0.06
33 H -0.03
34 H 0.03
35 H 0.03
36 H 0.01
37 H 0.08
38 Cl 0.54
39 C -0.67
40 C -0.65
41 Cl 0.56
42 H 0.02
43 H 0.07
44 H 0.05
45 H 0.05
46 Cl 0.59
47 C -0.64
48 C -0.66
49 Cl 0.55
50 H 0.07
51 H 0.07
52 H 0.07
53 H 0.07
54 Cl 0.51
55 C -0.66
56 C -0.69
57 Cl 0.51
58 H 0.06
59 H 0.07
60 H 0.01
61 H 0.07
62 Cl 0.60
63 C -0.64
64 C -0.64
65 Cl 0.57
66 H 0.07
67 H 0.08
68 H 0.08
69 H 0.07
70 Cl 0.54
71 C -0.68
72 C -0.67
73 Cl 0.54
74 H 0.07
75 H 0.02
76 H 0.07
77 H 0.07
78 Cl 0.58
79 C -0.65
80 C -0.67
81 Cl 0.54
82 H 0.07
83 H 0.07
84 H 0.07
85 H 0.07


No. 4
Density functional theory data (ωB97M-V/def2-TZVPD) for a 2-piece molecular cluster, C3H7BrN overall at a distorted geometry.

E_LUMO (spin up / spin down)   -3.09 / -9.58 eV
Spin multiplicity   3
<S²>   2.01
Relative energy (zero: lowest compared OMol25 entry of this formula, charge and spin)   174.5 kJ/mol
HOMO (spin up / spin down)   -12.683 / -14.695 eV
Charge   +1

Element x y z (Å)
1 C 1.28 -1.72 -1.63
2 C 1.06 -0.37 -1.98
3 C 0.43 1.29 2.27
4 N 0.62 -1.15 -0.72
5 Br -0.34 -0.54 2.22
6 H -0.26 2.13 2.08
7 H 1.73 -2.76 -1.67
8 H 1.74 0.46 -1.84
9 H 0.40 -0.23 -2.81
10 H 1.32 1.30 1.58
11 H 0.73 1.38 3.31
12 H -0.01 -1.06 0.21

For each atom in turn, the Löwdin charge in e is:
1 C -0.12
2 C 0.08
3 C -0.42
4 N 0.17
5 Br 0.69
6 H 0.05
7 H 0.16
8 H 0.15
9 H 0.15
10 H 0.03
11 H 0.02
12 H 0.03


No. 5
Density functional theory data (ωB97M-V/def2-TZVPD) for one molecule with the formula CH4N4OS at a distorted geometry.

E_LUMO (spin up / spin down)   -0.86 / -1.06 eV
Relative energy (zero: lowest compared OMol25 entry of this formula, charge and spin)   242.5 kJ/mol
HOMO (spin up / spin down)   -8.349 / -8.588 eV

Element x y z (Å)
1 C -0.35 -0.47 0.29
2 N 2.84 0.92 -0.47
3 N 3.81 0.25 -0.06
4 N 1.64 0.60 -0.19
5 N 1.10 -0.51 0.22
6 O 5.93 -0.79 0.74
7 S 5.33 0.07 -0.28
8 H -0.83 -0.41 -0.76
9 H -0.79 -1.27 0.73
10 H -0.63 0.37 0.82
11 H 0.98 1.31 -0.53

For each atom in turn, the Löwdin charge in e is:
1 C -0.11
2 N -0.11
3 N -0.36
4 N -0.10
5 N 0.00
6 O -0.55
7 S 0.88
8 H 0.12
9 H 0.04
10 H 0.04
11 H 0.16


No. 6
Density functional theory data (ωB97M-V/def2-TZVPD) for C2H26CdF6NO17S2 as an isolated structure at a distorted geometry.

E_LUMO   -10.37 eV
Relative energy (zero: lowest compared OMol25 entry of this formula, charge and spin)   966.5 kJ/mol
HOMO   -12.729 eV
Charge   +1

Element x y z (Å)
1 Cd 1.37 -3.73 2.57
2 C -1.96 0.06 -0.13
3 F -2.27 0.89 -1.19
4 F -1.83 0.77 1.02
5 F -3.07 -0.78 0.09
6 S -0.40 -1.05 -0.67
7 O -0.97 -2.36 -0.73
8 O 0.02 -0.62 -1.96
9 N 0.80 -0.86 0.56
10 S 1.40 0.54 0.23
11 O 2.58 0.41 -0.60
12 O 0.52 1.56 -0.27
13 C 1.99 1.30 1.91
14 F 1.06 1.07 2.86
15 F 3.22 0.75 2.20
16 F 1.95 2.71 1.82
17 O 1.49 -3.19 5.95
18 H 0.97 -2.58 6.47
19 H 1.88 -3.78 6.60
20 O 7.32 1.26 -3.69
21 H 7.79 1.51 -2.89
22 H 6.62 0.68 -3.38
23 O 8.77 0.54 5.06
24 H 8.77 1.35 4.55
25 H 8.52 -0.13 4.43
26 O 8.27 3.91 2.90
27 H 7.78 3.96 2.08
28 H 7.95 4.64 3.42
29 O -0.51 -0.14 8.15
30 H -0.74 -0.12 9.07
31 H -0.33 0.77 7.93
32 O -8.45 -0.02 0.67
33 H -7.65 -0.50 0.87
34 H -8.91 -0.57 0.04
35 O 2.41 -1.39 -6.40
36 H 2.83 -0.60 -6.73
37 H 1.63 -1.08 -5.95
38 O -8.22 -3.71 -1.77
39 H -7.91 -3.85 -2.66
40 H -7.79 -4.40 -1.26
41 O -3.57 5.72 -3.06
42 H -3.40 4.89 -2.60
43 H -4.45 5.62 -3.41
44 O -2.39 -4.68 -6.46
45 H -1.89 -4.41 -5.69
46 H -1.89 -5.42 -6.83
47 O -8.25 1.13 -3.84
48 H -8.39 2.08 -3.91
49 H -7.56 1.04 -3.19
50 O -1.87 -3.66 3.64
51 H -2.07 -3.28 4.50
52 H -2.67 -4.14 3.40
53 O 4.13 4.14 -4.39
54 H 3.93 3.20 -4.43
55 H 3.43 4.55 -4.91

For each atom in turn, the Löwdin charge in e is:
1 Cd 1.34
2 C -0.46
3 F 0.12
4 F 0.11
5 F 0.08
6 S 0.64
7 O -0.29
8 O -0.25
9 N -0.25
10 S 0.55
11 O -0.19
12 O -0.20
13 C -0.50
14 F 0.11
15 F 0.10
16 F 0.10
17 O -0.09
18 H 0.04
19 H 0.05
20 O -0.05
21 H 0.03
22 H 0.02
23 O -0.05
24 H 0.02
25 H 0.02
26 O -0.05
27 H 0.03
28 H 0.03
29 O -0.06
30 H 0.03
31 H 0.03
32 O -0.05
33 H 0.02
34 H 0.03
35 O -0.05
36 H 0.03
37 H 0.02
38 O -0.05
39 H 0.03
40 H 0.02
41 O -0.05
42 H 0.02
43 H 0.03
44 O -0.05
45 H 0.02
46 H 0.03
47 O -0.05
48 H 0.03
49 H 0.02
50 O -0.09
51 H 0.04
52 H 0.05
53 O -0.05
54 H 0.02
55 H 0.03


No. 7
Density functional theory data (ωB97M-V/def2-TZVPD) for a 2-piece molecular cluster, C37H51F3IN3O4P overall at a distorted geometry.

E_LUMO   -3.64 eV
HOMO   -11.301 eV
Charge   +1

Element x y z (Å)
1 C 7.04 1.22 3.40
2 C 6.11 0.63 2.27
3 C 6.34 1.51 1.03
4 O 5.35 1.40 0.00
5 C 4.07 1.65 0.39
6 C 3.84 2.74 1.28
7 C 2.58 3.02 1.73
8 C 1.51 2.19 1.27
9 C 0.18 2.49 1.71
10 P -0.01 3.96 2.87
11 C -0.70 3.19 4.44
12 C -1.21 5.21 2.20
13 C -2.06 5.94 3.31
14 N -0.84 1.72 1.28
15 C -2.24 1.99 1.65
16 C -3.04 2.56 0.44
17 C -4.55 2.82 0.80
18 C -4.96 4.33 0.64
19 N -5.18 4.94 1.97
20 C -0.62 0.63 0.46
21 O -1.74 -0.11 0.12
22 C -1.95 -1.17 1.02
23 O -1.74 -1.08 2.20
24 C -2.46 -2.47 0.44
25 C -1.66 -3.62 0.49
26 C -2.09 -4.83 -0.04
27 C -3.34 -4.96 -0.64
28 C -4.16 -3.82 -0.66
29 C -3.72 -2.61 -0.13
30 C 0.61 0.26 -0.02
31 C 0.61 -0.98 -0.91
32 C 0.42 -0.57 -2.43
33 C -0.96 0.03 -2.72
34 I -1.06 0.75 -4.77
35 C 1.74 1.08 0.38
36 C 3.07 0.81 -0.09
37 C 3.54 -0.27 -1.06
38 C 3.93 -1.53 -0.23
39 O 4.52 -2.46 -1.16
40 C 5.79 -2.90 -0.76
41 C 6.95 -1.94 -1.16
42 F 7.45 -1.25 -0.10
43 F 7.98 -2.70 -1.61
44 F 6.64 -1.10 -2.15
45 H 6.68 2.20 3.75
46 H 7.22 0.50 4.21
47 H 8.01 1.41 2.92
48 H 6.46 -0.40 2.13
49 H 5.09 0.66 2.68
50 H 7.29 1.17 0.58
51 H 6.55 2.56 1.33
52 H 4.65 3.40 1.61
53 H 2.46 3.85 2.42
54 H -1.79 3.38 4.46
55 H -0.28 3.68 5.33
56 H -0.57 2.09 4.45
57 H -0.61 5.99 1.71
58 H -1.92 4.83 1.45
59 H -1.84 5.60 4.33
60 H -1.85 7.02 3.29
61 H -3.13 5.84 3.08
62 H -2.35 2.68 2.48
63 H -2.78 1.07 1.94
64 H -2.61 3.51 0.06
65 H -3.04 1.87 -0.42
66 H -4.84 2.42 1.78
67 H -5.16 2.27 0.05
68 H -4.21 4.89 0.05
69 H -5.91 4.40 0.08
70 H -4.56 4.44 2.61
71 H -6.14 4.80 2.26
72 H -0.67 -3.53 0.97
73 H -1.42 -5.70 0.01
74 H -3.71 -5.89 -1.09
75 H -5.14 -3.93 -1.13
76 H -4.43 -1.77 -0.19
77 H -0.25 -1.63 -0.70
78 H 1.48 -1.63 -0.78
79 H 1.19 0.18 -2.67
80 H 0.62 -1.47 -3.04
81 H -1.79 -0.67 -2.53
82 H -1.10 0.93 -2.11
83 H 4.48 0.03 -1.54
84 H 2.85 -0.50 -1.88
85 H 3.08 -1.97 0.32
86 H 4.73 -1.21 0.46
87 H 5.87 -3.15 0.32
88 H 5.98 -3.84 -1.29
89 C -3.75 -4.40 -5.20
90 C -4.07 -5.76 -5.81
91 C -5.27 -6.46 -5.15
92 C -5.00 -6.79 -3.75
93 N -4.80 -7.04 -2.65
94 H -3.47 -4.50 -4.15
95 H -2.92 -3.94 -5.73
96 H -4.61 -3.73 -5.26
97 H -3.19 -6.40 -5.76
98 H -4.30 -5.62 -6.87
99 H -5.49 -7.38 -5.69
100 H -6.15 -5.82 -5.21

Atom charges from the Löwdin analysis, given in e for atoms 1 to 99:
1 C -0.09
2 C -0.22
3 C -0.19
4 O -0.04
5 C -0.20
6 C 0.03
7 C -0.04
8 C -0.11
9 C -0.21
10 P 1.03
11 C -0.26
12 C -0.39
13 C -0.13
14 N 0.05
15 C -0.11
16 C -0.15
17 C -0.17
18 C -0.25
19 N -0.01
20 C -0.20
21 O 0.03
22 C -0.36
23 O 0.17
24 C -0.15
25 C -0.04
26 C -0.06
27 C -0.06
28 C -0.07
29 C -0.03
30 C -0.02
31 C -0.09
32 C -0.28
33 C -0.65
34 I 0.76
35 C 0.01
36 C -0.05
37 C -0.07
38 C -0.15
39 O -0.11
40 C -0.09
41 C -0.55
42 F 0.11
43 F 0.12
44 F 0.16
45 H 0.08
46 H 0.08
47 H 0.08
48 H 0.10
49 H 0.11
50 H 0.13
51 H 0.12
52 H 0.13
53 H 0.07
54 H 0.03
55 H 0.04
56 H 0.05
57 H 0.07
58 H 0.04
59 H 0.05
60 H 0.08
61 H 0.04
62 H 0.10
63 H 0.13
64 H 0.10
65 H 0.11
66 H 0.11
67 H 0.11
68 H 0.10
69 H 0.11
70 H 0.04
71 H 0.07
72 H 0.13
73 H 0.11
74 H 0.06
75 H 0.11
76 H 0.12
77 H 0.10
78 H 0.10
79 H 0.09
80 H 0.12
81 H 0.05
82 H 0.03
83 H 0.12
84 H 0.10
85 H 0.13
86 H 0.11
87 H 0.15
88 H 0.15
89 C -0.11
90 C -0.26
91 C -0.18
92 C -0.20
93 N 0.16
94 H 0.06
95 H 0.07
96 H 0.08
97 H 0.11
98 H 0.11
99 H 0.12


No. 8
Density functional theory data (ωB97M-V/def2-TZVPD) for a 7-piece molecular cluster, C14H28Cl14 overall at a distorted geometry.

E_LUMO   0.32 eV
SMILES   ClCCCl.ClCCCl.ClCCCl.ClCCCl.ClCCCl.ClCCCl.ClCCCl
Relative energy (zero: lowest compared OMol25 entry of this formula, charge and spin)   40.1 kJ/mol
HOMO   -10.650 eV

Element x y z (Å)
1 Cl 1.02 0.33 1.13
2 C 0.13 -0.16 -0.38
3 C 0.92 -1.15 -1.15
4 Cl 2.52 -0.62 -1.68
5 H -0.05 0.77 -0.90
6 H -0.80 -0.60 -0.04
7 H 0.36 -1.35 -2.08
8 H 0.99 -2.14 -0.71
9 Cl -5.40 0.17 -2.20
10 C -4.97 -0.85 -0.79
11 C -3.49 -1.02 -0.66
12 Cl -2.65 -1.37 -2.16
13 H -5.56 -1.76 -0.89
14 H -5.37 -0.33 0.08
15 H -3.26 -1.78 0.09
16 H -3.08 -0.09 -0.25
17 Cl 0.08 -4.55 -1.22
18 C 0.61 -5.21 0.36
19 C -0.15 -6.47 0.64
20 Cl 0.27 -7.10 2.24
21 H 0.42 -4.47 1.13
22 H 1.68 -5.37 0.28
23 H 0.03 -7.23 -0.12
24 H -1.22 -6.26 0.59
25 Cl 5.76 0.32 2.08
26 C 4.35 -0.64 1.59
27 C 4.73 -2.11 1.53
28 Cl 3.28 -3.07 1.10
29 H 3.98 -0.32 0.63
30 H 3.60 -0.49 2.36
31 H 5.03 -2.48 2.51
32 H 5.51 -2.31 0.80
33 Cl 0.60 2.73 -5.98
34 C 1.27 3.13 -4.39
35 C 0.37 2.80 -3.21
36 Cl -0.46 1.23 -3.37
37 H 1.45 4.20 -4.42
38 H 2.22 2.60 -4.28
39 H -0.41 3.55 -3.07
40 H 0.96 2.73 -2.31
41 Cl -2.06 1.94 1.31
42 C -2.02 2.66 -0.31
43 C -3.41 2.72 -0.87
44 Cl -3.38 3.24 -2.58
45 H -1.38 2.08 -0.99
46 H -1.56 3.64 -0.24
47 H -4.03 3.46 -0.36
48 H -3.91 1.76 -0.82
49 Cl 0.39 1.29 4.84
50 C 1.35 2.63 4.12
51 C 0.45 3.75 3.66
52 Cl -0.24 4.64 5.05
53 H 1.81 2.18 3.25
54 H 2.06 2.94 4.88
55 H -0.38 3.34 3.10
56 H 1.04 4.47 3.10

For each atom in turn, the Löwdin charge in e is:
1 Cl 0.55
2 C -0.65
3 C -0.72
4 Cl 0.58
5 H -0.02
6 H 0.04
7 H 0.03
8 H -0.01
9 Cl 0.56
10 C -0.61
11 C -0.68
12 Cl 0.60
13 H 0.07
14 H 0.08
15 H 0.09
16 H 0.01
17 Cl 0.59
18 C -0.68
19 C -0.70
20 Cl 0.57
21 H 0.06
22 H 0.04
23 H 0.07
24 H 0.07
25 Cl 0.56
26 C -0.71
27 C -0.63
28 Cl 0.58
29 H 0.00
30 H 0.04
31 H 0.07
32 H 0.07
33 Cl 0.54
34 C -0.65
35 C -0.62
36 Cl 0.58
37 H 0.07
38 H 0.07
39 H 0.05
40 H 0.07
41 Cl 0.63
42 C -0.65
43 C -0.65
44 Cl 0.57
45 H 0.00
46 H 0.08
47 H 0.08
48 H -0.01
49 Cl 0.52
50 C -0.65
51 C -0.65
52 Cl 0.53
53 H 0.03
54 H 0.07
55 H 0.01
56 H 0.07